No. 1
Computed, not measured: C36H37NP2SW as an isolated structure at a distorted geometry, with the ωB97M-V functional and the def2-TZVPD basis.

Calculated values
<S²>	2.0243
frontier orbital gap (spin up / spin down)	6.090 / 6.102	eV
E_HOMO (spin up / spin down)	-13.876 / -14.006	eV

ORCA input file:
```
! RIJCOSX wB97M-V def2-TZVPD def2/J DEFGRID3
* xyz 2 3
W 0.547 0.042 -3.999
C -0.448 -0.401 -2.056
C -1.332 -0.555 -3.204
C -2.387 0.493 -3.504
C -1.855 1.818 -4.095
C -0.348 1.954 -4.133
C 0.389 2.074 -2.894
C -0.371 2.104 -1.585
C -0.726 0.709 -1.055
C 0.329 -1.569 -5.575
H -0.131 -1.329 -1.563
H -1.595 -1.582 -3.451
H -2.989 0.714 -2.602
H -3.099 0.075 -4.225
H -2.204 1.916 -5.136
H -2.311 2.654 -3.526
H 0.042 2.520 -4.973
H 1.277 2.714 -2.924
H -1.288 2.710 -1.655
H 0.229 2.614 -0.813
H -0.153 0.545 -0.124
H -1.787 0.697 -0.744
H 0.099 -2.277 -4.770
H 1.391 -1.587 -5.839
H -0.311 -0.395 -5.378
P -0.750 -1.765 -7.054
P 1.532 0.889 -7.108
C -1.145 -0.051 -7.417
C -0.246 0.987 -7.470
C -0.450 -2.664 -8.608
C -1.332 -2.369 -9.661
C -1.330 -3.079 -10.862
C -0.424 -4.122 -11.044
C 0.473 -4.436 -10.016
C 0.461 -3.726 -8.818
C -2.165 -2.635 -6.356
C -3.133 -1.852 -5.729
C -4.143 -2.455 -4.988
C -4.317 -3.842 -5.047
C -3.424 -4.619 -5.795
C -2.320 -4.029 -6.415
C 2.280 1.084 -8.877
C 2.097 -0.003 -9.760
C 2.616 0.011 -11.060
C 3.310 1.129 -11.535
C 3.504 2.217 -10.682
C 2.998 2.193 -9.371
C 1.947 2.565 -6.516
C 3.125 2.647 -5.741
C 3.436 3.816 -5.056
C 2.579 4.920 -5.138
C 1.458 4.866 -5.964
C 1.150 3.707 -6.686
H -2.182 0.099 -7.735
H -0.542 1.944 -7.915
H -2.051 -1.568 -9.526
H -2.043 -2.819 -11.647
H -0.412 -4.677 -11.976
H 1.181 -5.257 -10.157
H 1.156 -3.984 -8.022
H -3.093 -0.772 -5.844
H -4.800 -1.836 -4.379
H -5.151 -4.304 -4.517
H -3.596 -5.690 -5.905
H -1.587 -4.652 -6.933
H 1.532 -0.876 -9.425
H 2.475 -0.860 -11.704
H 3.677 1.152 -12.562
H 4.046 3.094 -11.043
H 3.167 3.065 -8.736
H 3.773 1.770 -5.661
H 4.342 3.861 -4.451
H 2.804 5.821 -4.566
H 0.808 5.738 -6.042
H 0.281 3.695 -7.339
S 2.524 -0.308 -2.862
C 2.446 0.416 -1.305
N 2.492 0.905 -0.228
*
```

***

No. 2
Computed, not measured: a 13-piece molecular cluster, C27H67FO15 overall at a distorted geometry, with the ωB97M-V functional and the def2-TZVPD basis.

Calculated values
frontier orbital gap	9.352	eV
E_HOMO	-9.338	eV

ORCA input file:
```
! RIJCOSX wB97M-V def2-TZVPD def2/J DEFGRID3
* xyz 0 1
C -1.522 -0.720 0.067
C -0.397 -1.234 -0.749
O 0.549 -0.197 -0.547
C -0.108 0.946 -0.487
O 0.339 2.011 -0.738
O -1.396 0.660 -0.214
F -0.760 -1.285 -2.021
H -1.466 -0.944 1.132
H -2.493 -1.106 -0.242
H -0.084 -2.237 -0.458
C 3.995 -0.147 -0.473
C 4.432 -0.675 -1.824
C 4.842 -2.093 -1.470
O 4.004 -2.512 -0.435
C 3.451 -1.381 0.228
H 3.325 0.711 -0.514
H 4.809 0.239 0.141
H 5.338 -0.147 -2.121
H 3.668 -0.717 -2.600
H 5.913 -2.204 -1.297
H 4.694 -2.715 -2.353
H 3.726 -1.383 1.283
H 2.362 -1.406 0.203
C -0.570 4.687 2.054
C -0.377 5.260 0.673
C 1.105 5.002 0.412
O 1.634 4.294 1.563
C 0.842 4.643 2.601
H -1.034 3.700 2.048
H -1.025 5.465 2.666
H -0.531 6.338 0.700
H -0.954 4.792 -0.124
H 1.575 5.969 0.235
H 1.200 4.498 -0.550
H 1.194 5.636 2.880
H 0.904 4.090 3.538
C 0.863 -5.131 2.098
C -0.117 -4.193 2.753
C 0.793 -3.505 3.779
O 2.066 -4.129 3.833
C 2.226 -4.706 2.597
H 0.794 -5.135 1.010
H 0.629 -6.162 2.364
H -0.971 -4.683 3.221
H -0.473 -3.443 2.047
H 0.399 -3.512 4.796
H 0.925 -2.461 3.494
H 2.900 -5.547 2.762
H 2.638 -4.072 1.812
C 3.624 2.217 -4.256
C 2.403 1.535 -3.695
C 1.319 2.533 -4.009
O 1.976 3.753 -4.275
C 3.350 3.718 -3.935
H 3.631 2.133 -5.342
H 4.534 1.787 -3.837
H 2.432 1.440 -2.609
H 2.269 0.585 -4.212
H 0.762 2.670 -3.082
H 0.666 2.205 -4.818
H 3.408 3.934 -2.868
H 3.957 4.487 -4.412
C 1.470 -3.871 -2.547
O 1.777 -3.957 -1.190
H 1.568 -2.866 -2.958
H 2.177 -4.475 -3.116
H 0.465 -4.243 -2.745
H 2.596 -3.478 -1.045
C -3.002 3.495 -2.368
O -3.314 4.743 -1.807
H -2.704 3.561 -3.415
H -2.224 3.131 -1.696
H -3.871 2.838 -2.390
H -4.010 4.591 -1.164
C 1.575 0.952 2.687
O 2.259 0.311 3.771
H 2.084 0.824 1.731
H 0.592 0.490 2.601
H 1.508 2.007 2.952
H 1.686 0.455 4.528
C -2.970 -4.770 -0.972
O -3.993 -3.835 -0.612
H -2.793 -4.891 -2.040
H -2.103 -4.505 -0.367
H -3.313 -5.748 -0.633
H -3.715 -3.336 0.160
C -3.605 2.988 0.932
O -4.186 2.598 2.155
H -4.197 2.362 0.264
H -3.834 3.993 0.577
H -2.544 2.742 0.884
H -4.072 3.300 2.799
C -1.973 0.442 3.515
O -2.420 0.723 4.840
H -1.509 1.332 3.090
H -1.308 -0.422 3.513
H -2.778 0.206 2.819
H -3.048 1.432 4.682
C -3.248 -0.690 -3.672
O -4.570 -0.444 -3.950
H -2.844 0.171 -3.138
H -3.198 -1.560 -3.017
H -2.630 -0.866 -4.553
H -5.088 -0.293 -3.156
C -3.736 -3.232 2.808
O -3.632 -2.430 1.655
H -2.863 -3.147 3.454
H -4.662 -2.924 3.294
H -3.935 -4.263 2.515
H -4.054 -1.602 1.896
*
```

***

| no. | M (g mol⁻¹) |
| --- | --- |
| 1 | 761.554 |
| 2 | 650.816 |